No. 1
Computed, not measured: a molecular structure, C44H33BCrF16N5O2P, with ωB97M-V with the def2-TZVPD basis set.

**Charge**: -1
**Energy above the lowest of the compared OMol25 structures with the same formula, charge and spin**: 3.7 kcal per mole
**2S+1**: 2
**Electronic energy**: -5129.79593 Eh
**Molecular weight**: 1061.53 g/mol
**HOMO energy (alpha / beta)**: -0.156 / -0.156 Ha
**F_max**: 1.7 eV Å⁻¹

Last column: Mulliken spin population.
Cartesian coordinates (Å):
Cr: 0.39 -0.30 1.24  1.0059
C: -5.02 -3.95 3.28  0.0001
C: -3.73 -3.51 2.64  -0.0025
C: -2.60 -4.32 2.67  0.0007
C: -1.41 -3.91 2.12  -0.0022
C: -1.25 -2.64 1.52  0.0146
N: 0.00 -2.18 1.15  -0.0386
C: 1.00 -3.09 0.80  0.0097
C: 0.72 -4.12 -0.10  -0.0045
C: 1.69 -5.00 -0.53  0.0016
C: 3.00 -4.88 -0.09  -0.0023
C: 4.08 -5.81 -0.57  0.0001
C: 3.29 -3.85 0.80  0.0006
C: 2.33 -2.96 1.26  -0.0078
C: 2.67 -1.88 2.29  -0.0005
O: 2.11 -0.66 2.05  0.0174
C: 4.19 -1.57 2.44  0.0016
F: 4.98 -2.61 2.81  0.0000
F: 4.36 -0.64 3.41  -0.0005
F: 4.72 -1.07 1.33  -0.0001
C: 2.19 -2.39 3.71  -0.0022
F: 3.01 -3.30 4.28  -0.0001
F: 2.07 -1.38 4.59  -0.0002
F: 0.98 -2.98 3.67  0.0002
C: -2.42 -1.83 1.45  0.0050
C: -3.61 -2.28 2.02  0.0028
C: -2.45 -0.52 0.66  0.0017
O: -1.25 0.00 0.32  0.0189
C: -3.27 0.62 1.39  0.0006
F: -4.62 0.57 1.22  0.0004
F: -3.08 0.63 2.73  0.0000
F: -2.89 1.83 0.95  -0.0004
C: -3.20 -0.82 -0.68  -0.0056
F: -4.45 -1.33 -0.53  -0.0001
F: -2.51 -1.72 -1.40  0.0007
F: -3.34 0.29 -1.43  -0.0003
H: -5.09 -5.04 3.31  -0.0001
H: -5.88 -3.56 2.74  0.0000
H: -5.09 -3.59 4.31  -0.0002
H: -2.65 -5.29 3.15  0.0000
H: -0.54 -4.55 2.18  0.0002
H: -0.29 -4.20 -0.48  -0.0001
H: 1.43 -5.78 -1.24  0.0000
H: 3.64 -6.73 -0.95  0.0000
H: 4.77 -6.06 0.24  -0.0001
H: 4.66 -5.35 -1.37  -0.0002
H: 4.32 -3.76 1.14  0.0000
H: -4.49 -1.65 1.96  0.0004
N: -0.47 1.24 4.92  0.0043
C: -1.03 0.03 5.25  -0.0046
C: -0.96 -0.74 4.14  0.0060
N: -0.36 -0.04 3.13  -0.0364
C: -0.07 1.16 3.63  0.0255
C: 0.65 2.06 2.79  0.0041
N: 0.90 1.63 1.56  -0.0062
C: 1.73 2.54 0.98  0.0007
C: 1.98 3.55 1.86  -0.0014
N: 1.28 3.23 3.01  0.0018
H: -0.34 2.02 5.54  0.0000
H: -1.42 -0.18 6.23  -0.0004
H: -1.30 -1.76 4.00  -0.0001
H: 2.09 2.40 -0.02  0.0000
H: 2.57 4.44 1.78  0.0002
H: 1.26 3.78 3.85  -0.0002
F: 1.64 -1.91 -2.26  0.0004
B: 2.29 -0.85 -1.65  -0.0059
F: 1.38 -0.33 -0.59  0.0029
F: 3.46 -1.25 -1.02  0.0006
F: 2.53 0.20 -2.52  -0.0003
C: -3.97 4.92 -3.75  0.0000
C: -3.90 3.53 -3.71  0.0000
C: -2.78 2.90 -3.19  0.0000
C: -1.70 3.64 -2.71  0.0002
C: -1.77 5.03 -2.76  0.0000
C: -2.90 5.66 -3.27  0.0000
P: -0.31 2.67 -1.94  -0.0024
C: 1.13 3.79 -2.18  -0.0003
C: 2.24 3.43 -2.95  0.0000
C: 3.36 4.26 -3.00  -0.0001
C: 3.38 5.46 -2.30  0.0000
C: 2.30 5.80 -1.50  0.0000
C: 1.20 4.96 -1.42  0.0005
C: -0.18 1.50 -3.34  0.0019
C: -0.46 0.16 -3.10  -0.0047
C: -0.51 -0.75 -4.14  0.0000
C: -0.30 -0.32 -5.44  0.0000
C: -0.03 1.02 -5.70  0.0000
C: 0.02 1.93 -4.66  0.0000
H: -4.85 5.41 -4.14  0.0000
H: -4.71 2.94 -4.11  0.0000
H: -2.74 1.82 -3.16  -0.0001
H: -0.94 5.63 -2.41  0.0000
H: -2.95 6.74 -3.28  0.0000
H: 2.25 2.49 -3.47  -0.0001
H: 4.22 3.96 -3.58  0.0000
H: 4.25 6.10 -2.36  0.0000
H: 2.33 6.72 -0.92  0.0000
H: 0.39 5.20 -0.74  0.0001
H: -0.63 -0.16 -2.08  -0.0005
H: -0.71 -1.79 -3.93  0.0000
H: -0.34 -1.03 -6.26  0.0000
H: 0.12 1.36 -6.72  0.0000
H: 0.21 2.97 -4.86  0.0000



No. 2
Computed, not measured: a molecular structure, C48H50MoN11O3P, with ωB97M-V with the def2-TZVPD basis set.

**Charge**: +4
**Energy above the lowest of the compared OMol25 structures with the same formula, charge and spin**: 19.2 kcal per mole
**2S+1**: 3
**Electronic energy**: -3095.43747 Eh
**Molecular weight**: 955.92 g/mol
**HOMO energy (alpha / beta)**: -0.625 / -0.625 Ha
**F_max**: 2.1 eV Å⁻¹

Last column: Mulliken spin population.
Cartesian coordinates (Å):
Mo: -0.46 0.35 -1.18  1.0130
C: 2.26 3.06 0.96  -0.0449
C: 1.79 2.12 0.06  0.0233
N: 0.48 1.93 -0.09  -0.0086
C: -0.36 2.68 0.66  0.0084
C: 0.15 3.52 1.65  -0.0235
N: 1.45 3.71 1.79  0.0002
C: -1.75 2.69 0.16  0.0025
C: -2.66 3.71 0.36  0.0027
C: -3.71 3.91 -0.54  0.0002
C: -3.68 3.15 -1.72  -0.0028
C: -2.73 2.16 -1.88  -0.0047
N: -1.91 1.81 -0.87  -0.0212
C: -2.19 1.72 -3.17  0.0366
C: -2.78 1.93 -4.41  0.0008
N: -2.09 1.85 -5.54  -0.0058
C: -0.79 1.60 -5.43  -0.0005
C: -0.19 1.28 -4.22  -0.0054
N: -0.90 1.26 -3.08  0.0040
C: -4.65 5.03 -0.35  0.0005
C: -5.06 5.39 0.93  0.0001
C: -5.89 6.49 1.07  0.0000
N: -6.33 7.23 0.05  0.0003
C: -5.94 6.86 -1.18  -0.0001
C: -5.11 5.78 -1.43  0.0003
H: 3.32 3.28 1.02  0.0012
H: 2.46 1.52 -0.55  0.0147
H: -0.51 4.05 2.32  -0.0002
H: -2.51 4.41 1.18  0.0002
H: -4.36 3.38 -2.53  0.0000
H: -3.83 2.19 -4.48  -0.0001
H: -0.20 1.65 -6.34  -0.0001
H: 0.86 1.06 -4.16  -0.0059
H: -4.77 4.82 1.80  0.0000
H: -6.23 6.80 2.06  0.0000
H: -6.31 7.47 -1.99  0.0000
H: -4.82 5.56 -2.45  0.0000
N: -2.69 -4.95 0.26  0.0001
C: -1.55 -3.97 -0.05  -0.0030
C: -1.42 -2.87 0.99  0.0104
C: -2.39 -1.69 0.85  -0.0026
N: -1.64 -0.39 0.69  -0.0285
C: -3.37 -1.84 -0.30  0.0008
C: -2.71 -2.27 -1.60  -0.0037
N: -2.08 -1.07 -2.20  -0.0135
C: -1.66 -3.39 -1.45  0.0096
H: -2.58 -5.36 1.19  0.0000
H: -2.70 -5.72 -0.41  0.0000
H: -3.61 -4.51 0.23  0.0000
H: -0.65 -4.59 0.00  -0.0003
H: -0.40 -2.52 0.86  -0.0021
H: -1.47 -3.28 2.00  0.0002
H: -2.96 -1.61 1.77  -0.0016
H: -0.91 -0.35 1.40  0.0049
H: -2.30 0.35 0.91  0.0017
H: -3.90 -0.90 -0.46  -0.0003
H: -4.16 -2.55 -0.01  0.0007
H: -3.50 -2.61 -2.27  -0.0006
H: -2.85 -0.44 -2.44  0.0005
H: -1.67 -1.33 -3.09  0.0025
H: -0.67 -2.97 -1.62  -0.0035
H: -1.82 -4.17 -2.19  -0.0002
O: 1.38 -2.66 -0.46  0.0098
C: 1.71 -1.66 0.17  0.0557
O: 0.99 -0.58 0.27  0.0008
C: 3.05 -1.69 0.91  -0.0903
C: 3.96 -2.60 0.41  -0.0051
C: 5.22 -2.76 0.97  0.0291
C: 5.59 -2.01 2.07  -0.0086
C: 4.70 -1.10 2.61  0.0573
C: 3.43 -0.92 2.05  0.1886
P: 2.31 0.15 2.95  0.2204
C: 3.19 1.14 4.10  0.1041
C: 2.80 1.23 5.46  0.0686
C: 3.48 2.09 6.30  -0.0146
C: 4.52 2.88 5.81  0.0957
C: 4.91 2.79 4.47  -0.0231
C: 4.24 1.94 3.62  0.0592
C: 1.05 -0.80 3.79  0.1320
C: 1.16 -2.18 3.94  0.0366
C: 0.21 -2.87 4.68  -0.0095
C: -0.87 -2.18 5.24  0.0342
C: -0.99 -0.81 5.08  -0.0117
C: -0.04 -0.11 4.35  0.0438
H: 3.67 -3.21 -0.44  0.0029
H: 5.91 -3.48 0.56  0.0003
H: 6.56 -2.15 2.53  0.0021
H: 4.98 -0.54 3.49  0.0055
H: 2.01 0.61 5.85  0.0039
H: 3.22 2.13 7.35  0.0013
H: 5.02 3.57 6.47  0.0012
H: 5.73 3.40 4.11  0.0004
H: 4.56 1.86 2.58  -0.0001
H: 2.01 -2.72 3.53  0.0031
H: 0.32 -3.93 4.83  0.0011
H: -1.59 -2.72 5.84  0.0010
H: -1.81 -0.28 5.55  0.0005
H: -0.12 0.96 4.25  -0.0045
N: 0.85 -0.76 -2.41  -0.0277
C: 1.34 -1.42 -3.24  0.0539
N: 1.88 -2.17 -4.14  0.0252
C: 1.71 -1.90 -5.59  -0.0011
C: 2.93 -2.41 -6.33  0.0010
O: 3.18 -3.76 -6.00  0.0001
C: 3.54 -3.90 -4.64  0.0016
C: 2.37 -3.53 -3.75  -0.0026
H: 1.60 -0.82 -5.74  0.0005
H: 0.81 -2.41 -5.94  0.0002
H: 3.81 -1.80 -6.11  -0.0002
H: 2.74 -2.37 -7.40  0.0000
H: 4.41 -3.27 -4.41  -0.0002
H: 3.80 -4.94 -4.48  0.0000
H: 2.64 -3.51 -2.70  0.0009
H: 1.55 -4.24 -3.91  -0.0002